Entry 1:
# C23H30IrN6S

A molecular structure, C23H30IrN6S in a non-equilibrium geometry (ωB97M-V with the def2-TZVPD basis set, the OMol25 dataset).

Geometry as XYZ:
```
61
C23H30IrN6S (ωB97M-V with the def2-TZVPD basis set)
Ir -0.23707 -0.68005 0.27480
C -0.97099 -0.53737 3.40997
N -1.04355 -1.62070 2.40612
C -0.16461 -2.74654 2.75260
C 1.26745 -2.43752 2.42515
C 2.32108 -2.93217 3.18164
C 3.62206 -2.64197 2.80160
C 3.83136 -1.87710 1.66268
C 2.73156 -1.44249 0.94645
N 1.47996 -1.71416 1.31981
C -2.42240 -2.08122 2.19905
C -3.20296 -1.11198 1.35950
C -4.57124 -0.93375 1.53033
C -5.24874 -0.05969 0.69691
C -4.53972 0.60575 -0.29113
C -3.18256 0.35801 -0.41265
N -2.53630 -0.48150 0.39109
C -0.44296 0.80959 2.96931
C -0.32764 1.80799 3.93644
C 0.12318 3.06417 3.57998
C 0.44773 3.31235 2.25222
C 0.31142 2.27747 1.34808
N -0.11477 1.06381 1.70334
H -0.34891 -0.85848 4.25341
H -1.97184 -0.35175 3.81742
H -0.44867 -3.61970 2.15444
H -0.26777 -3.03328 3.80562
H 2.12343 -3.54187 4.04850
H 4.45545 -3.00689 3.38320
H 4.82865 -1.63084 1.33072
H 2.86237 -0.86462 0.04204
H -2.93515 -2.26507 3.15021
H -2.40325 -3.03131 1.65426
H -5.09344 -1.48410 2.29482
H -6.31176 0.09655 0.81627
H -5.02761 1.29438 -0.96409
H -2.60725 0.84838 -1.18458
H -0.59592 1.59113 4.95912
H 0.21566 3.84360 4.32085
H 0.79444 4.28092 1.92656
H 0.53813 2.42601 0.30281
C 0.58082 -0.12414 -6.42064
C 1.46272 -0.87220 -5.42684
N 0.91845 -0.77849 -4.07319
C 1.07873 0.24708 -3.25352
S -0.05661 0.40130 -1.93050
N 1.97213 1.19350 -3.45562
C 2.18654 2.35588 -2.61179
C 1.15232 3.44782 -2.86539
H 0.97289 -0.26204 -7.42380
H 0.55359 0.94264 -6.20832
H -0.43442 -0.51054 -6.39617
H 2.48594 -0.48980 -5.43857
H 1.49584 -1.93181 -5.69250
H 0.16567 -1.42519 -3.87045
H 2.49460 1.17277 -4.32419
H 3.18645 2.73302 -2.82755
H 2.15447 2.03333 -1.56465
H 1.18822 3.78865 -3.89706
H 1.35629 4.29989 -2.22316
H 0.14846 3.08432 -2.65099
```

Summary:
E_LUMO   -11.1 eV
Highest occupied orbital energy   -17.88 eV
Frontier orbital gap   0.248 hartree
Energy   -1724.5504 Eh
Charge   +3
Molecular weight   614.8 g/mol

Entry 2:
# C10H41F2N3O16

13 unconnected molecules or ions with the total composition C10H41F2N3O16 in a non-equilibrium geometry (ωB97M-V with the def2-TZVPD basis set, the OMol25 dataset).

Geometry as XYZ:
```
72
C10H41F2N3O16 (ωB97M-V with the def2-TZVPD basis set)
C -0.73214 -2.11568 0.52387
C -1.21687 -0.91495 -0.48133
C -0.50330 0.53852 -0.22669
C 1.12731 0.55449 -0.39969
C 1.67524 -0.55195 -1.52805
O 1.70689 0.16637 0.89518
C 2.15957 1.37437 1.66103
O 3.38114 1.84236 1.28494
N 1.32412 1.94587 2.78491
C 0.42200 3.07410 2.34014
C 1.04345 4.04937 1.17718
N 0.08028 5.25076 1.07682
N 0.62879 0.86690 3.30739
C -0.40924 1.26860 4.33081
O -0.14589 1.66984 5.58450
F -1.85985 1.26128 3.90843
C 1.62212 -0.00075 4.10902
O 2.68879 0.51939 4.72860
F 1.47924 -1.50018 4.20368
H -1.68566 -2.51166 1.12307
H 0.04654 -1.80095 1.33947
H -0.25096 -3.00085 -0.11391
H -2.38036 -0.75418 -0.26686
H -1.15312 -1.20240 -1.62573
H -0.78773 0.85994 0.88276
H -0.92989 1.33359 -1.00434
H 1.57725 1.58694 -0.74587
H 2.63443 -0.14183 -2.10659
H 2.01784 -1.52926 -0.97992
H 0.86789 -0.77878 -2.35717
H 0.23876 3.77301 3.29041
H -0.64474 2.74161 1.97376
H 1.00302 3.48930 0.15059
H 2.13933 4.43215 1.40910
H 0.39104 5.74598 0.20831
H -0.84622 4.78422 0.85832
O 2.75673 -4.05441 4.06530
H 3.71717 -3.97645 4.16745
H 2.46164 -3.14229 3.92404
O -3.61137 3.33433 2.40131
H -4.49602 3.14344 2.05504
H -3.45153 2.62314 3.03979
O 0.05039 0.83436 -3.24941
H 0.24616 0.82611 -4.19839
H 0.21114 1.75273 -2.98531
O -2.09713 3.48821 -1.64940
H -2.77686 4.15223 -1.83913
H -2.54872 2.84714 -1.08011
O -4.64651 4.39928 -0.30649
H -4.38784 4.58822 0.60803
H -5.19672 5.15712 -0.55537
O -0.70278 -2.20307 -4.13332
H -0.50701 -2.21133 -5.08229
H -0.54202 -1.28471 -3.86921
O -1.89006 -4.43484 -0.26559
H -1.40004 -5.26812 -0.33247
H -2.33507 -4.35563 -1.12272
O -3.52032 -3.18578 -3.82432
H -2.55989 -3.10782 -3.72218
H -3.81541 -2.27367 -3.96558
O 5.09943 -6.16726 5.58099
H 5.53908 -5.35473 5.87329
H 4.27938 -5.85477 5.17008
O 0.64568 0.46790 -6.01528
H 1.13570 -0.36538 -6.08217
H 0.20068 0.54711 -6.87241
O -2.89969 -5.98005 -4.96267
H -2.01559 -6.14751 -4.60313
H -3.18209 -5.16583 -4.51963
O 4.97624 -0.19999 -1.25581
H 5.86035 -0.36745 -0.89628
H 4.69384 0.61423 -0.81278
```

Summary:
E_LUMO   -1.8 eV
Highest occupied orbital energy   -10.11 eV
Frontier orbital gap   0.306 hartree
Energy   -1973.0780 Eh
Molecular weight   497.4 g/mol

Entry 3:
# C12H14AgCl4N2

A molecular structure, C12H14AgCl4N2 in a non-equilibrium geometry (ωB97M-V with the def2-TZVPD basis set, the OMol25 dataset).

Geometry as XYZ:
```
33
C12H14AgCl4N2 (ωB97M-V with the def2-TZVPD basis set)
Ag -0.61539 8.22144 -18.00073
C -2.69783 8.94667 -16.17873
N -3.10879 9.04487 -17.60784
C -3.69104 10.26386 -17.94212
C -3.99455 10.46111 -19.27828
C -3.66408 9.53454 -20.30436
C -3.02163 8.32699 -19.84221
C -2.90781 8.07182 -18.47805
C -3.84515 9.87208 -21.73772
C -4.40738 8.95974 -22.61964
C -4.74926 9.37563 -23.89576
N -4.67311 10.67440 -24.21538
C -3.98676 11.58741 -23.47163
C -3.59452 11.13810 -22.20794
C -5.24564 11.07159 -25.53651
H -2.24858 9.85375 -15.77442
H -2.24359 7.98625 -15.93508
H -3.60798 9.04984 -15.58791
H -3.88915 10.86753 -17.06878
H -4.58440 11.30288 -19.60982
H -2.83805 7.55467 -20.57448
H -2.49088 7.11999 -18.18378
H -4.61219 7.92608 -22.38297
H -5.19009 8.64943 -24.56262
H -3.84171 12.59397 -23.83524
H -3.34456 11.94785 -21.53846
H -4.47348 10.93045 -26.29280
H -5.48486 12.13493 -25.54984
H -6.07049 10.42751 -25.84124
Cl 1.56715 7.78478 -18.04243
Cl -0.73133 8.71839 -15.85820
Cl -0.75036 9.94802 -19.14443
Cl -1.34680 6.07978 -18.46019
```

Summary:
E_LUMO   0.7 eV
Highest occupied orbital energy   -1.97 eV
Frontier orbital gap   0.097 hartree
Energy   -2562.5829 Eh
Charge   -1
Molecular weight   435.9 g/mol

Entry 4:
# C4H8O2

C4H8O2 in the gas phase in a non-equilibrium geometry (ωB97M-V with the def2-TZVPD basis set, the OMol25 dataset).

Geometry as XYZ:
```
14
C4H8O2 (ωB97M-V with the def2-TZVPD basis set)
C 0.77921 0.54748 0.42661
C 0.78335 -0.95836 0.20174
O 1.75946 1.33013 -0.16659
H 1.86356 1.07025 -1.08909
H 0.68149 0.87124 1.46192
H 1.05245 -1.56575 1.06191
H 1.38597 -1.24182 -0.66060
C -0.74378 0.54239 -0.37389
C -0.73779 -0.96386 -0.14532
O -1.85307 1.28135 0.00957
H -2.12909 1.00899 0.89229
H -0.47621 0.90455 -1.36551
H -1.30337 -1.25502 0.73941
H -1.06217 -1.57156 -0.99245
```

Summary:
E_LUMO   1.0 eV
Structure (SMILES)   O[C@@H]1CC[C@H]1O
Highest occupied orbital energy   -8.90 eV
Frontier orbital gap   0.364 hartree
Energy   -307.6396 Eh
Molecular weight   88.1 g/mol

Entry 5:
# C23H33N5O3

C23H33N5O3 in the gas phase in a non-equilibrium geometry (ωB97M-V with the def2-TZVPD basis set, the OMol25 dataset).

Geometry as XYZ:
```
64
C23H33N5O3 (ωB97M-V with the def2-TZVPD basis set)
C 6.84022 1.61055 0.68450
H 7.80292 1.15372 0.46018
O 5.92248 1.01869 -0.20279
C 4.62345 1.42283 -0.16490
C 4.10626 2.36680 0.71888
C 2.76596 2.69863 0.66902
C 1.92060 2.10060 -0.25926
C 2.44157 1.16064 -1.14778
C 3.77465 0.82393 -1.09921
H 4.19379 0.09995 -1.78031
H 1.78850 0.71102 -1.87882
C 0.51226 2.44433 -0.29800
N -0.00600 3.45030 0.35292
O -1.35044 3.41701 0.05684
C -1.52426 2.36217 -0.75566
N -0.40627 1.72651 -1.01260
N -2.72289 2.09592 -1.27294
C -2.90661 0.90182 -2.06041
H -3.59355 1.15518 -2.87380
C -3.48343 -0.24315 -1.20625
H -2.69330 -0.93981 -0.93558
H -4.22054 -0.79204 -1.79577
C -4.16423 0.31944 0.04818
C -4.92727 1.59266 -0.33476
H -5.51253 1.94328 0.51375
C -3.93035 2.69079 -0.73896
H -4.37101 3.34982 -1.49640
H -3.65671 3.28513 0.13259
H -5.60768 1.36559 -1.15729
C -3.22266 0.64120 1.22163
O -3.38157 1.63748 1.90214
N -2.29010 -0.28412 1.50082
H -2.08686 -1.07974 0.90545
C -1.30495 -0.08635 2.53938
H -1.49496 -0.79077 3.35896
H -1.43117 0.93096 2.91941
C 0.10720 -0.29071 1.99706
H 0.26690 0.37122 1.14756
H 0.82470 -0.01340 2.77109
C 0.37856 -1.74038 1.58876
N -0.44776 -2.17422 0.46513
C -0.65055 -3.61442 0.41970
C 0.60102 -4.39729 0.00878
C 1.09041 -3.90722 -1.35224
C 1.30191 -2.39478 -1.31703
C 0.02352 -1.70314 -0.83243
H 0.15979 -0.62216 -0.78706
H -0.77181 -1.91291 -1.55728
H 1.55324 -2.02517 -2.31210
H 2.13456 -2.15002 -0.65499
H 2.01833 -4.41415 -1.62525
H 0.34062 -4.14876 -2.11070
H 0.36719 -5.46258 -0.03183
H 1.38347 -4.25257 0.75662
H -1.00503 -3.94868 1.39849
H -1.44565 -3.80713 -0.30981
H 0.14322 -2.38734 2.43896
H 1.45285 -1.84342 1.37994
H -4.87099 -0.42522 0.43229
H -1.94046 0.62820 -2.48370
H 2.35544 3.42700 1.35024
H 4.73829 2.84789 1.44867
H 6.57913 1.40838 1.72834
H 6.90858 2.69198 0.52965
```

Summary:
E_LUMO   0.7 eV
Structure (SMILES)   COc1ccc(-c2noc(N3CCC(C(=O)NCCCN4CCCCC4)CC3)n2)cc1
Highest occupied orbital energy   -8.12 eV
Frontier orbital gap   0.326 hartree
Energy   -1395.7349 Eh
Molecular weight   427.5 g/mol

Entry 6:
# C2H3N3OS

2 unconnected molecules or ions with the total composition C2H3N3OS in a non-equilibrium geometry (ωB97M-V with the def2-TZVPD basis set, the OMol25 dataset).

Geometry as XYZ:
```
10
C2H3N3OS (ωB97M-V with the def2-TZVPD basis set)
C -0.77983 -0.05700 -0.22825
C -1.44760 -0.95648 0.52988
N 0.52195 -0.34339 -0.01600
N -0.50551 -1.79081 1.18706
N 0.68977 -1.39460 0.85134
O 1.40953 1.93050 -0.89943
S 2.56389 2.86671 -0.99828
H -1.17430 0.83739 -0.76869
H -2.50836 -1.23862 0.78318
H 1.23046 0.14630 -0.44081
```

Summary:
E_LUMO (alpha / beta)   -2.4 / -2.5 eV
Structure (SMILES)   c1c[nH]nn1.O=S
Highest occupied orbital energy (alpha / beta)   -9.61 / -9.61 eV
Frontier orbital gap (alpha / beta)   0.263 / 0.263 hartree
Energy   -715.5911 Eh
Molecular weight   117.1 g/mol

Repeat the second record exactly.
# C10H41F2N3O16

13 unconnected molecules or ions with the total composition C10H41F2N3O16 in a non-equilibrium geometry (ωB97M-V with the def2-TZVPD basis set, the OMol25 dataset).

Geometry as XYZ:
```
72
C10H41F2N3O16 (ωB97M-V with the def2-TZVPD basis set)
C -0.73214 -2.11568 0.52387
C -1.21687 -0.91495 -0.48133
C -0.50330 0.53852 -0.22669
C 1.12731 0.55449 -0.39969
C 1.67524 -0.55195 -1.52805
O 1.70689 0.16637 0.89518
C 2.15957 1.37437 1.66103
O 3.38114 1.84236 1.28494
N 1.32412 1.94587 2.78491
C 0.42200 3.07410 2.34014
C 1.04345 4.04937 1.17718
N 0.08028 5.25076 1.07682
N 0.62879 0.86690 3.30739
C -0.40924 1.26860 4.33081
O -0.14589 1.66984 5.58450
F -1.85985 1.26128 3.90843
C 1.62212 -0.00075 4.10902
O 2.68879 0.51939 4.72860
F 1.47924 -1.50018 4.20368
H -1.68566 -2.51166 1.12307
H 0.04654 -1.80095 1.33947
H -0.25096 -3.00085 -0.11391
H -2.38036 -0.75418 -0.26686
H -1.15312 -1.20240 -1.62573
H -0.78773 0.85994 0.88276
H -0.92989 1.33359 -1.00434
H 1.57725 1.58694 -0.74587
H 2.63443 -0.14183 -2.10659
H 2.01784 -1.52926 -0.97992
H 0.86789 -0.77878 -2.35717
H 0.23876 3.77301 3.29041
H -0.64474 2.74161 1.97376
H 1.00302 3.48930 0.15059
H 2.13933 4.43215 1.40910
H 0.39104 5.74598 0.20831
H -0.84622 4.78422 0.85832
O 2.75673 -4.05441 4.06530
H 3.71717 -3.97645 4.16745
H 2.46164 -3.14229 3.92404
O -3.61137 3.33433 2.40131
H -4.49602 3.14344 2.05504
H -3.45153 2.62314 3.03979
O 0.05039 0.83436 -3.24941
H 0.24616 0.82611 -4.19839
H 0.21114 1.75273 -2.98531
O -2.09713 3.48821 -1.64940
H -2.77686 4.15223 -1.83913
H -2.54872 2.84714 -1.08011
O -4.64651 4.39928 -0.30649
H -4.38784 4.58822 0.60803
H -5.19672 5.15712 -0.55537
O -0.70278 -2.20307 -4.13332
H -0.50701 -2.21133 -5.08229
H -0.54202 -1.28471 -3.86921
O -1.89006 -4.43484 -0.26559
H -1.40004 -5.26812 -0.33247
H -2.33507 -4.35563 -1.12272
O -3.52032 -3.18578 -3.82432
H -2.55989 -3.10782 -3.72218
H -3.81541 -2.27367 -3.96558
O 5.09943 -6.16726 5.58099
H 5.53908 -5.35473 5.87329
H 4.27938 -5.85477 5.17008
O 0.64568 0.46790 -6.01528
H 1.13570 -0.36538 -6.08217
H 0.20068 0.54711 -6.87241
O -2.89969 -5.98005 -4.96267
H -2.01559 -6.14751 -4.60313
H -3.18209 -5.16583 -4.51963
O 4.97624 -0.19999 -1.25581
H 5.86035 -0.36745 -0.89628
H 4.69384 0.61423 -0.81278
```

Summary:
E_LUMO   -1.8 eV
Highest occupied orbital energy   -10.11 eV
Frontier orbital gap   0.306 hartree
Energy   -1973.0780 Eh
Molecular weight   497.4 g/mol